{"formula": "C92H198CuF9O6P5", "method": "the ωB97M-V functional and the def2-TZVPD basis", "elements": ["Cu", "C", "C", "C", "C", "P", "C", "C", "C", "C", "C", "C", "C", "C", "C", "C", "C", "C", "H", "H", "H", "H", "H", "H", "H", "H", "H", "H", "H", "H", "H", "H", "H", "H", "H", "H", "H", "H", "H", "H", "H", "H", "H", "H", "H", "H", "H", "H", "H", "H", "H", "H", "H", "H", "C", "C", "C", "C", "P", "C", "C", "C", "C", "C", "C", "C", "C", "C", "C", "C", "C", "H", "H", "H", "H", "H", "H", "H", "H", "H", "H", "H", "H", "H", "H", "H", "H", "H", "H", "H", "H", "H", "H", "H", "H", "H", "H", "H", "H", "H", "H", "H", "H", "H", "H", "H", "H", "C", "C", "C", "C", "P", "C", "C", "C", "C", "C", "C", "C", "C", "C", "C", "C", "C", "H", "H", "H", "H", "H", "H", "H", "H", "H", "H", "H", "H", "H", "H", "H", "H", "H", "H", "H", "H", "H", "H", "H", "H", "H", "H", "H", "H", "H", "H", "H", "H", "H", "H", "H", "H", "C", "C", "C", "C", "P", "C", "C", "C", "C", "C", "C", "C", "C", "C", "C", "C", "C", "H", "H", "H", "H", "H", "H", "H", "H", "H", "H", "H", "H", "H", "H", "H", "H", "H", "H", "H", "H", "H", "H", "H", "H", "H", "H", "H", "H", "H", "H", "H", "H", "H", "H", "H", "H", "C", "C", "C", "C", "P", "C", "C", "C", "C", "C", "C", "C", "C", "C", "C", "C", "C", "H", "H", "H", "H", "H", "H", "H", "H", "H", "H", "H", "H", "H", "H", "H", "H", "H", "H", "H", "H", "H", "H", "H", "H", "H", "H", "H", "H", "H", "H", "H", "H", "H", "H", "H", "H", "C", "O", "O", "C", "F", "F", "F", "C", "C", "H", "H", "H", "H", "H", "H", "C", "O", "O", "C", "F", "F", "F", "C", "C", "H", "H", "H", "H", "H", "H", "C", "O", "O", "C", "F", "F", "F", "C", "C", "H", "H", "H", "H", "H", "H"], "positions_angstrom": [[-0.1287, 0.9251, 2.3090], [-5.9634, 3.4570, -0.7193], [-5.4175, 4.5680, -1.5863], [-4.5825, 5.6257, -0.9348], [-3.1138, 5.2585, -0.8429], [-2.0400, 6.6102, -0.1749], [-2.3236, 8.1630, -1.1888], [-1.2944, 9.3737, -0.9706], [-1.5813, 10.7171, -1.6807], [-1.4937, 10.6889, -3.1831], [-2.3095, 6.9453, 1.5755], [-1.9583, 5.7537, 2.5153], [-2.7803, 5.8298, 3.8526], [-4.2352, 5.2257, 3.6579], [-0.3084, 6.1159, -0.3033], [0.3791, 6.1972, -1.6856], [1.7473, 5.4235, -1.6283], [1.5757, 3.8809, -1.6709], [-6.8495, 3.6989, -0.1324], [-5.2845, 3.1616, 0.0806], [-6.0962, 2.5040, -1.2316], [-6.3712, 4.9707, -1.9274], [-4.9210, 4.2145, -2.4900], [-4.9563, 5.7252, 0.0843], [-4.6218, 6.5466, -1.5166], [-2.7851, 4.8315, -1.7904], [-2.9844, 4.3941, -0.1916], [-3.3458, 8.4588, -0.9529], [-2.3912, 7.9704, -2.2596], [-0.3113, 8.9606, -1.1963], [-1.2393, 9.5146, 0.1089], [-0.9288, 11.5117, -1.3189], [-2.6289, 10.9170, -1.4551], [-2.2374, 9.9976, -3.5794], [-0.5216, 10.2497, -3.4070], [-1.7227, 11.5998, -3.7362], [-3.3244, 7.2710, 1.8035], [-1.5805, 7.7033, 1.8618], [-0.8893, 5.6845, 2.7164], [-2.1393, 4.8026, 2.0145], [-2.8740, 6.8855, 4.1072], [-2.3254, 5.2624, 4.6646], [-4.7729, 5.2179, 4.6060], [-4.0680, 4.2058, 3.3118], [-4.8685, 5.7955, 2.9778], [-0.3029, 5.0626, -0.0231], [0.3247, 6.5572, 0.4664], [0.6197, 7.1933, -2.0570], [-0.3303, 5.7526, -2.3836], [2.3108, 5.6788, -0.7308], [2.4970, 5.6876, -2.3742], [1.1239, 3.4982, -0.7557], [2.5828, 3.4647, -1.6948], [0.9636, 3.4463, -2.4612], [0.0256, -10.3042, -3.6954], [-1.4143, -9.8182, -3.6341], [-1.4724, -8.5087, -2.8646], [-0.9429, -8.6493, -1.4567], [-0.8168, -7.0778, -0.4732], [-1.9558, -5.7616, -1.0885], [-3.4721, -5.9332, -0.7762], [-4.3151, -4.8366, -1.3671], [-4.0499, -3.4124, -0.8887], [0.9155, -6.3679, -0.6124], [1.0871, -5.0073, 0.1116], [2.6124, -4.5813, 0.1061], [2.8568, -3.4215, 1.0585], [-1.2561, -7.3824, 1.3607], [-2.4246, -8.3813, 1.5543], [-2.4929, -9.0228, 2.9353], [-3.7515, -9.9379, 3.1239], [0.4092, -10.6263, -2.7273], [0.7716, -9.7009, -4.2128], [-0.0393, -11.2474, -4.2379], [-1.9746, -10.6166, -3.1475], [-1.8849, -9.6573, -4.6039], [-2.5242, -8.2233, -2.8830], [-0.9694, -7.6836, -3.3690], [0.0806, -9.0172, -1.3846], [-1.4835, -9.4440, -0.9425], [-1.8640, -5.6483, -2.1687], [-1.6368, -4.8310, -0.6192], [-3.6428, -5.8972, 0.2998], [-3.8378, -6.9239, -1.0462], [-5.3942, -4.9667, -1.2848], [-4.1890, -4.6879, -2.4395], [-4.6856, -2.6187, -1.2812], [-3.0017, -3.2404, -1.1336], [-4.2262, -3.3602, 0.1856], [0.9991, -6.2654, -1.6944], [1.5761, -7.1694, -0.2816], [0.7372, -5.1629, 1.1321], [0.3966, -4.2599, -0.2792], [3.1109, -4.3423, -0.8333], [3.1928, -5.4405, 0.4423], [2.1958, -2.5847, 0.8331], [3.8733, -3.0359, 1.1372], [2.6751, -3.6033, 2.1177], [-1.4683, -6.3685, 1.6999], [-0.3125, -7.8337, 1.6674], [-2.4275, -9.2059, 0.8415], [-3.3823, -7.8745, 1.4359], [-2.6660, -8.1657, 3.5860], [-1.5633, -9.4041, 3.3577], [-3.7519, -10.7586, 2.4065], [-4.7099, -9.4961, 2.8510], [-3.7719, -10.3438, 4.1353], [7.1235, 5.1369, -2.7298], [7.3559, 4.2384, -1.4549], [7.2268, 2.8024, -1.7933], [5.7486, 2.3424, -2.2651], [5.4446, 0.6241, -2.3222], [5.5796, -0.2458, -0.7284], [4.6294, 0.1320, 0.4049], [5.0608, -0.5650, 1.6550], [6.2009, 0.1123, 2.4380], [3.6508, 0.4374, -2.9355], [3.2432, -0.9668, -3.4594], [3.2514, -1.1846, -5.0110], [2.0576, -2.1877, -5.3506], [6.6258, -0.1665, -3.5537], [6.6449, 0.5621, -4.8982], [7.5992, -0.0324, -6.0355], [6.9217, -1.3529, -6.5846], [7.6365, 4.7139, -3.5935], [7.4944, 6.1445, -2.5420], [6.0831, 5.1752, -3.0527], [6.6843, 4.6280, -0.6899], [8.3506, 4.3885, -1.0351], [7.5102, 2.3533, -0.8414], [7.9420, 2.4789, -2.5496], [5.5234, 2.7470, -3.2519], [5.0116, 2.7859, -1.5956], [6.5643, -0.0879, -0.2884], [5.5558, -1.2780, -1.0778], [3.6162, -0.1414, 0.1101], [4.5282, 1.2031, 0.5796], [5.4312, -1.5548, 1.3882], [4.2109, -0.6929, 2.3253], [7.1185, 0.1084, 1.8498], [6.3567, -0.1702, 3.4792], [6.0079, 1.1844, 2.3981], [3.6064, 1.2008, -3.7122], [2.9818, 0.7059, -2.1179], [2.2015, -0.9788, -3.1386], [3.7328, -1.7504, -2.8812], [4.1436, -1.7090, -5.3531], [2.9923, -0.2130, -5.4318], [2.2396, -2.4229, -6.3992], [1.1220, -1.6285, -5.3589], [2.0386, -3.0661, -4.7056], [6.2476, -1.1756, -3.7176], [7.6164, -0.0604, -3.1115], [7.1349, 1.5017, -4.6429], [5.6216, 0.6636, -5.2597], [8.6166, -0.2049, -5.6845], [7.5930, 0.6321, -6.8995], [5.9900, -1.1079, -7.0945], [6.9104, -2.1656, -5.8583], [7.4527, -1.7843, -7.4332], [-6.7598, 3.3619, -5.5489], [-5.8893, 2.6850, -6.5618], [-4.4255, 3.2069, -6.5295], [-3.2884, 2.2395, -6.7794], [-1.5439, 2.8480, -6.4701], [-0.5747, 1.4085, -7.2076], [0.9883, 1.7574, -7.2955], [1.7075, 0.7146, -8.1776], [3.2043, 1.0069, -8.5239], [-1.2274, 4.4400, -7.3063], [-1.3375, 4.4133, -8.9127], [-1.0420, 5.7540, -9.5462], [-2.1209, 6.7609, -9.0705], [-1.0114, 2.8444, -4.7235], [-1.3642, 1.5325, -3.8884], [-2.7565, 1.6616, -3.2849], [-2.9517, 0.3002, -2.6028], [-7.8251, 3.1442, -5.6245], [-6.6321, 4.4438, -5.5833], [-6.3796, 3.1439, -4.5509], [-6.3266, 2.8252, -7.5504], [-5.8649, 1.6200, -6.3312], [-4.2410, 3.6805, -5.5653], [-4.2678, 4.0117, -7.2475], [-3.1786, 1.8807, -7.8028], [-3.5212, 1.3796, -6.1513], [-0.9946, 1.2306, -8.1976], [-0.8304, 0.5578, -6.5760], [1.5008, 1.8449, -6.3375], [1.2124, 2.6324, -7.9056], [1.0947, 0.3459, -9.0002], [1.6396, -0.2114, -7.6067], [3.3741, 1.8691, -9.1686], [3.5671, 0.0852, -8.9788], [3.8458, 1.3469, -7.7109], [-0.2052, 4.7372, -7.0721], [-1.9026, 5.0612, -6.7177], [-2.3651, 4.1385, -9.1504], [-0.7190, 3.5631, -9.2002], [-1.0926, 5.6984, -10.6336], [-0.1042, 6.1223, -9.1305], [-1.9899, 7.0369, -8.0242], [-3.1343, 6.3895, -9.2224], [-2.0728, 7.7266, -9.5736], [-1.4534, 3.7382, -4.2834], [0.0635, 3.0225, -4.7552], [-0.6213, 1.4466, -3.0954], [-1.2745, 0.6147, -4.4694], [-3.5802, 1.8725, -3.9669], [-2.7032, 2.4290, -2.5126], [-4.0103, 0.1070, -2.4291], [-2.5441, 0.2626, -1.5925], [-2.5107, -0.5120, -3.1805], [-4.7765, -2.0096, 5.4821], [-3.9106, -1.6285, 6.7056], [-2.5466, -2.2684, 6.6023], [-1.7240, -2.2223, 7.9196], [-0.3414, -3.3782, 7.8976], [0.8125, -2.7646, 6.6562], [2.1281, -3.5721, 6.4023], [3.2303, -2.5992, 6.0569], [4.5420, -3.3582, 5.8062], [-0.9693, -5.0845, 7.5181], [-0.3412, -6.3074, 8.2153], [-0.9368, -7.6241, 7.8633], [-1.1466, -7.8919, 6.2972], [0.6346, -3.4204, 9.4529], [1.3669, -2.1329, 9.8656], [2.5711, -2.3490, 10.7363], [3.8295, -2.6956, 9.9416], [-4.5021, -1.5398, 4.5376], [-5.7715, -1.5892, 5.6282], [-4.8288, -3.0614, 5.2006], [-4.4412, -2.1011, 7.5322], [-3.7962, -0.5445, 6.7074], [-1.9373, -1.8315, 5.8111], [-2.6960, -3.3193, 6.3548], [-2.3993, -2.3617, 8.7638], [-1.2383, -1.2570, 8.0621], [1.0553, -1.7379, 6.9302], [0.1774, -2.7927, 5.7708], [2.0285, -4.3471, 5.6424], [2.3492, -4.1054, 7.3269], [3.5079, -1.9477, 6.8855], [3.0543, -1.9986, 5.1645], [4.4897, -4.1556, 5.0649], [5.0036, -3.7214, 6.7245], [5.3572, -2.7450, 5.4222], [-0.9342, -5.1261, 6.4294], [-2.0043, -5.0554, 7.8585], [-0.3599, -6.1578, 9.2948], [0.7398, -6.2789, 8.0785], [-1.9175, -7.5995, 8.3385], [-0.5244, -8.5077, 8.3504], [-1.4349, -7.0629, 5.6509], [-1.8998, -8.6731, 6.1950], [-0.2105, -8.2584, 5.8759], [1.4158, -4.1699, 9.3256], [0.0674, -3.8127, 10.2970], [0.6467, -1.4837, 10.3635], [1.7627, -1.5651, 9.0235], [2.5612, -3.1057, 11.5208], [2.8271, -1.4182, 11.2425], [4.6426, -2.3609, 10.5858], [3.9596, -2.1358, 9.0155], [3.9367, -3.7473, 9.6761], [-0.5253, -1.9498, 2.4756], [-0.4544, -1.0478, 1.3696], [-0.3239, -1.0353, 3.5426], [-1.5996, -3.0832, 2.6380], [-1.3119, -3.8816, 3.6747], [-2.7116, -2.4849, 3.0685], [-1.8969, -3.7372, 1.4871], [-0.6497, -1.4409, 0.0702], [0.1672, -0.5774, -0.8315], [-0.1411, 0.4668, -0.7813], [1.2307, -0.6018, -0.5937], [0.0624, -1.0658, -1.8003], [-1.6947, -1.3282, -0.2187], [-0.4361, -2.4832, -0.1665], [0.4244, -2.4587, 2.3109], [2.2876, 2.5786, 2.8801], [1.0787, 2.5344, 3.6475], [1.9180, 1.7989, 1.7961], [2.8578, 3.9547, 2.5587], [3.9007, 3.9679, 1.7799], [1.9219, 4.6141, 1.7928], [3.0813, 4.7718, 3.5172], [1.1698, 2.9467, 4.9780], [0.5133, 4.3259, 5.1712], [-0.5455, 4.2429, 4.9260], [0.6594, 4.6780, 6.1923], [1.0324, 5.0603, 4.5552], [2.1514, 2.9930, 5.4494], [0.6208, 2.2059, 5.5594], [3.0292, 1.9727, 3.4006], [-2.8060, 1.7927, 1.8179], [-2.2067, 1.4378, 3.0356], [-1.6342, 2.0308, 1.0826], [-3.9444, 0.7358, 1.4137], [-3.4355, -0.5471, 1.5523], [-5.0944, 0.8390, 2.1215], [-4.2714, 0.8083, 0.1049], [-2.9102, 1.1633, 4.2571], [-2.2645, 1.7148, 5.5575], [-1.5205, 1.0317, 5.9673], [-1.8801, 2.7332, 5.5012], [-3.1338, 1.7616, 6.2135], [-2.8349, 0.0769, 4.3029], [-3.9584, 1.4596, 4.2953], [-3.4871, 2.6309, 1.9653]], "charge": 4, "gap_ev": [8.568, 7.079], "multiplicity": 2, "homo_energy_ev": [-14.77, -14.67], "fmax_ev_per_a": 4.564}